Entry 1:
Formula: C41H39CoFN4P2S2Se
Source: OMol25
Level of theory: wB97M-V/def2-TZVPD

Last column: Mulliken spin population.
Cartesian coordinates (Å):
Co (1.0023, 0.7567, -0.4671)  2.70
S (1.4777, 2.3356, 1.2376)  0.10
C (0.5853, 3.6908, 0.6179)  0.00
C (0.4444, 4.8068, 1.5076)  -0.01
N (0.3556, 5.6956, 2.2369)  0.00
C (0.0305, 3.7534, -0.6278)  0.00
S (0.0972, 2.4708, -1.8033)  0.07
C (-0.6596, 4.9431, -1.0315)  -0.01
N (-1.2294, 5.8858, -1.3733)  0.00
C (-2.1113, -3.5381, 3.1028)  0.00
P (-1.3041, -2.3022, 1.9203)  0.01
C (-2.0394, -0.7505, 2.5753)  0.00
C (-1.2578, 0.3693, 2.8475)  0.00
C (-1.8474, 1.5794, 3.1821)  0.00
C (-3.2289, 1.6893, 3.2565)  0.00
C (-4.0202, 0.5826, 2.9803)  0.00
C (-3.4283, -0.6238, 2.6334)  0.00
C (0.3789, -2.2832, 2.6707)  -0.01
C (0.5919, -2.1223, 4.0387)  0.00
C (1.8752, -2.1119, 4.5638)  0.00
C (2.9701, -2.2530, 3.7199)  0.00
C (2.7715, -2.3971, 2.3555)  0.00
C (1.4843, -2.4136, 1.8357)  0.00
P (-2.2233, -5.1570, 2.2314)  0.00
C (-0.4624, -5.4561, 1.8068)  0.00
C (-0.0936, -5.3239, 0.4712)  0.00
C (1.2361, -5.4381, 0.0874)  0.00
C (2.2068, -5.7015, 1.0398)  0.00
C (1.8496, -5.8444, 2.3755)  0.00
C (0.5248, -5.7173, 2.7567)  0.00
C (-2.4277, -6.3385, 3.6266)  0.00
C (-3.0075, -5.9672, 4.8379)  0.00
C (-3.2394, -6.9046, 5.8375)  0.00
C (-2.8937, -8.2325, 5.6445)  0.00
C (-2.3184, -8.6183, 4.4391)  0.00
C (-2.0957, -7.6833, 3.4426)  0.00
H (-3.1307, -3.2012, 3.2951)  0.00
H (-1.5894, -3.6227, 4.0570)  0.00
H (-0.1830, 0.3150, 2.7519)  0.00
H (-1.2148, 2.4413, 3.3568)  0.00
H (-3.6862, 2.6386, 3.5075)  0.00
H (-5.1007, 0.6633, 3.0114)  0.00
H (-4.0630, -1.4630, 2.3692)  0.00
H (-0.2510, -1.9710, 4.7043)  0.00
H (2.0211, -1.9709, 5.6286)  0.00
H (3.9748, -2.2268, 4.1254)  0.00
H (3.6128, -2.4720, 1.6771)  0.00
H (1.3460, -2.4840, 0.7662)  0.00
H (-0.8537, -5.0995, -0.2671)  0.00
H (1.5139, -5.2918, -0.9490)  0.00
H (3.2473, -5.7650, 0.7473)  0.00
H (2.6123, -6.0182, 3.1243)  0.00
H (0.2552, -5.8006, 3.8033)  0.00
H (-3.2765, -4.9327, 5.0096)  0.00
H (-3.6861, -6.5908, 6.7732)  0.00
H (-3.0677, -8.9622, 6.4254)  0.00
H (-2.0413, -9.6530, 4.2775)  0.00
H (-1.6414, -7.9934, 2.5084)  0.00
C (-1.7896, -0.5269, -1.9438)  -0.01
C (-2.7493, -1.5031, -2.6744)  0.00
N (-2.0209, -2.3040, -3.6673)  0.00
C (-0.9857, -3.0738, -2.9693)  0.00
C (-0.0483, -2.1354, -2.1661)  -0.01
N (-0.4169, -0.7388, -2.4139)  0.04
C (-0.3531, -0.4707, -3.8506)  0.00
C (-1.3545, -1.3899, -4.6013)  0.00
H (-1.7921, -0.6818, -0.8658)  0.01
H (-2.0476, 0.5161, -2.1326)  0.00
H (-3.5454, -0.9659, -3.1981)  0.00
H (-3.2218, -2.1943, -1.9709)  0.00
H (-0.4336, -3.6435, -3.7238)  0.00
H (-1.4861, -3.7917, -2.3121)  0.00
H (0.9996, -2.2673, -2.4457)  0.00
H (-0.1347, -2.3009, -1.0919)  0.00
H (0.6662, -0.6395, -4.1897)  0.00
H (-0.5889, 0.5853, -4.0041)  0.00
H (-0.8427, -1.9961, -5.3547)  0.00
H (-2.1254, -0.8066, -5.1133)  0.00
F (-0.0476, -0.5605, 0.4204)  0.04
Se (3.1514, -0.4958, -1.1019)  0.06
C (3.1266, -0.3613, -3.0055)  0.00
C (3.3836, -1.4906, -3.7909)  0.00
C (3.3552, -1.4256, -5.1774)  0.00
C (3.0766, -0.2240, -5.8175)  0.00
C (2.8382, 0.9082, -5.0472)  0.00
C (2.8661, 0.8444, -3.6623)  0.01
H (3.5874, -2.4319, -3.2927)  0.00
H (3.5446, -2.3202, -5.7610)  0.00
H (3.0406, -0.1705, -6.8993)  0.00
H (2.6107, 1.8525, -5.5292)  0.00
H (2.6538, 1.7293, -3.0762)  0.00

The value obtained for the electronic energy is -195053.470 eV. As for the net charge: -2. Its spin multiplicity is 4. For the HOMO energy (spin up / spin down), the calculation gives -1.726 / -1.828 eV.

Entry 2:
Formula: C41H39FIrN4O3PSi
Source: OMol25
Level of theory: wB97M-V/def2-TZVPD

Last column: Mulliken spin population.
Cartesian coordinates (Å):
Ir (1.0668, 1.0441, 1.2471)  1.60
C (-5.5504, -2.4751, 0.4485)  0.00
C (-5.6982, -0.9633, 0.4193)  0.00
C (-6.4498, -0.5006, -0.8189)  0.00
C (-6.6914, 0.9965, -0.7520)  0.00
C (-5.3944, 1.7258, -0.5314)  0.00
C (-5.2454, 3.0322, -0.9352)  0.00
C (-4.0326, 3.6901, -0.7538)  0.00
F (-3.9368, 4.9646, -1.1686)  0.00
C (-2.9532, 3.0760, -0.1915)  0.00
C (-3.0800, 1.7440, 0.2272)  -0.01
C (-1.9100, 1.0718, 0.7896)  0.02
O (-0.8514, 1.7578, 0.8646)  0.09
C (-2.0805, -0.2803, 1.1618)  0.00
C (-3.3114, -0.8589, 0.9778)  0.00
N (-4.3896, -0.2596, 0.4713)  0.00
C (-4.2968, 1.0705, 0.0651)  0.00
C (-1.0327, -1.2090, 1.7441)  0.03
O (-1.3423, -2.3877, 1.8897)  0.02
O (0.0980, -0.7144, 2.0862)  0.14
H (-6.5332, -2.9134, 0.2782)  0.00
H (-5.1895, -2.8511, 1.4040)  0.00
H (-4.8776, -2.8191, -0.3390)  0.00
H (-6.2616, -0.6424, 1.3025)  0.00
H (-7.3949, -1.0406, -0.8766)  0.00
H (-5.8655, -0.7580, -1.7078)  0.00
H (-7.3809, 1.2153, 0.0694)  0.00
H (-7.1640, 1.3606, -1.6645)  0.00
H (-6.0653, 3.5577, -1.4084)  0.00
H (-2.0093, 3.5871, -0.0715)  0.00
H (-3.3960, -1.8938, 1.2704)  0.00
N (7.6241, -1.9168, 2.9423)  0.18
C (6.6209, -1.3696, 2.7472)  -0.03
C (5.3988, -0.7138, 2.5141)  0.27
C (5.2683, 0.3046, 1.5212)  0.03
C (4.0494, 0.8175, 1.2265)  0.16
N (2.8919, 0.4028, 1.8491)  0.27
C (3.0102, -0.5472, 2.8416)  0.14
C (4.2006, -1.0941, 3.1897)  0.04
H (6.1364, 0.6625, 0.9845)  0.01
H (3.9233, 1.5651, 0.4562)  -0.01
H (2.0867, -0.8556, 3.3092)  -0.01
H (4.2265, -1.8457, 3.9667)  0.01
N (1.4824, 0.7517, -0.6161)  0.70
P (1.4811, -0.6781, -1.3400)  -0.01
C (2.3566, -1.9914, -0.4820)  0.01
C (3.7394, -2.0700, -0.6714)  0.04
C (4.4913, -2.9782, 0.0548)  -0.01
C (3.8663, -3.8202, 0.9639)  0.03
C (2.4959, -3.7402, 1.1615)  -0.01
C (1.7378, -2.8199, 0.4537)  0.00
C (2.2764, -0.5204, -2.9541)  0.02
C (2.7894, 0.7121, -3.3379)  0.02
C (3.3954, 0.8500, -4.5804)  0.00
C (3.4843, -0.2387, -5.4334)  0.00
C (2.9684, -1.4724, -5.0507)  0.00
C (2.3658, -1.6140, -3.8130)  0.00
C (-0.2170, -1.1926, -1.7120)  0.01
C (-1.0967, -0.1656, -2.0624)  0.04
C (-2.4001, -0.4567, -2.4285)  0.00
C (-2.8378, -1.7756, -2.4328)  0.00
C (-1.9722, -2.7981, -2.0739)  0.00
C (-0.6591, -2.5107, -1.7239)  0.00
H (4.2310, -1.4118, -1.3769)  0.01
H (5.5650, -3.0171, -0.0731)  0.00
H (4.4577, -4.5234, 1.5364)  0.00
H (2.0086, -4.3765, 1.8886)  0.00
H (0.6796, -2.7486, 0.6648)  0.00
H (2.7094, 1.5494, -2.6559)  -0.01
H (3.7994, 1.8084, -4.8792)  0.00
H (3.9582, -0.1302, -6.4004)  0.00
H (3.0409, -2.3218, -5.7172)  0.00
H (1.9712, -2.5776, -3.5104)  0.00
H (-0.7485, 0.8612, -2.0401)  0.00
H (-3.0725, 0.3453, -2.7096)  0.00
H (-3.8546, -2.0085, -2.7270)  0.00
H (-2.3127, -3.8256, -2.0724)  0.00
H (0.0115, -3.3162, -1.4559)  0.00
C (2.5803, 4.1773, 1.3949)  0.00
Si (1.5304, 3.0704, 2.4905)  0.12
C (2.4517, 2.7055, 4.0804)  0.04
C (-0.0749, 3.9595, 2.8941)  0.03
H (2.7379, 5.1431, 1.8842)  0.01
H (2.0972, 4.3577, 0.4327)  0.00
H (3.5593, 3.7335, 1.2083)  0.00
H (2.6179, 3.6340, 4.6347)  0.01
H (3.4196, 2.2447, 3.8780)  -0.01
H (1.8861, 2.0265, 4.7215)  0.01
H (0.1311, 4.8744, 3.4568)  0.00
H (-0.7304, 3.3295, 3.4989)  0.01
H (-0.6153, 4.2298, 1.9859)  -0.01

The value obtained for the electronic energy is -77975.925 eV. Its spin multiplicity is 5. For the HOMO energy (spin up / spin down), the calculation gives -4.832 / -8.236 eV.

> Among the records above, which one has the lowest spin multiplicity?

C41H39CoFN4P2S2Se

> The lowest spin multiplicity belongs to which entry?

C41H39CoFN4P2S2Se

> electronic energy of number 1 (C41H39CoFN4P2S2Se)?

-195053.470 eV